[1]
{"formula": "C17H20ClN3O3", "method": "wB97M-V/def2-TZVPD", "total_energy_ha": -1510.00207, "total_charge": 0, "e_above_lowest_ev": 0.746, "gap_ev": 8.881, "smiles": "Cc1ccc(Cl)cc1-n1c(=O)cc(N2C[C@@H](C)O[C@@H](C)C2)[nH]c1=O", "species": ["C", "O", "C", "C", "H", "C", "H", "H", "H", "Cl", "H", "H", "C", "C", "H", "N", "C", "C", "O", "C", "C", "H", "H", "H", "H", "H", "C", "H", "H", "N", "C", "C", "H", "H", "O", "C", "H", "N", "C", "H", "H", "C", "H", "C"], "coordinates": [[-0.03844, 0.10679, -2.10734], [1.33154, 2.54786, 3.77194], [-0.27870, 0.93984, 0.19489], [0.50058, -3.53715, -1.65467], [2.27259, 3.96266, 2.58236], [0.19534, 1.10554, -1.07309], [-1.32869, -4.35445, -5.90936], [-1.41198, -0.38334, 1.31487], [2.63040, 0.88595, 2.20354], [-2.78666, -1.91698, -6.48310], [1.28960, -2.78747, -1.56215], [-0.15016, 2.47065, 5.88142], [-1.85806, -2.42933, -5.09954], [-0.50560, 1.36571, 2.65051], [-1.63747, 1.68909, 5.19013], [-1.06225, -0.16789, 0.41777], [1.87216, 2.96248, 2.49282], [2.99038, 1.91835, 2.16966], [-2.07173, -2.00754, -0.18205], [-1.02364, -1.94105, -2.88160], [-0.47085, -4.05428, -3.96552], [0.94804, -4.52316, -1.75818], [-2.14876, -0.58995, -4.11006], [3.30931, 2.10600, 1.14897], [-0.10298, -3.52351, -0.74066], [-0.00072, 0.40844, 2.88423], [-1.71791, -1.59033, -4.02753], [-0.55576, 3.27996, 3.57447], [3.87612, 2.03582, 2.84578], [-0.82003, -0.99489, -1.83954], [-1.32552, -1.10479, -0.56427], [-0.54780, 1.77220, 5.11398], [0.27545, 3.89299, 1.28882], [-0.10519, 0.76088, 5.32133], [0.53018, 0.31357, -3.16225], [0.86487, 2.97614, 1.27212], [-1.58566, 1.20317, 2.69007], [-0.07852, 1.82265, 1.29748], [-1.24463, -3.69691, -5.06569], [1.46299, 2.99956, 0.34274], [0.86200, 1.93228, -1.38214], [-0.08762, 2.31361, 3.74390], [0.08349, -4.98784, -3.98417], [-0.34972, -3.18130, -2.84093]], "forces_ev_per_a": [[1.927, 2.597, -0.079], [-0.900, -0.035, -0.689], [0.805, 1.835, 0.890], [-0.215, 0.154, -0.031], [0.186, 0.283, 0.109], [0.156, 0.305, 0.701], [-0.049, -0.189, -0.242], [-0.472, -0.433, 0.633], [-0.148, 0.245, 0.204], [0.190, -0.143, 0.193], [0.105, -0.100, 0.151], [-0.446, -0.498, -0.337], [0.465, -1.296, 0.057], [0.982, -0.616, -0.850], [0.238, 0.183, -0.096], [1.351, 1.131, -1.455], [0.068, -2.282, -0.715], [0.309, 1.055, 0.369], [0.728, 0.110, -1.142], [0.624, -1.940, -0.645], [-0.258, 1.171, 0.714], [0.037, 0.027, -0.057], [0.073, -0.283, 0.184], [0.360, -0.026, -0.145], [0.125, -0.023, -0.098], [-0.232, 0.108, -0.095], [-0.600, 1.471, 0.287], [-0.342, 0.263, 0.011], [-0.868, -0.175, -0.488], [-0.169, 0.651, 0.942], [-2.386, -2.084, 1.596], [1.204, -0.076, 0.148], [-0.034, 0.089, 0.009], [-0.329, 0.880, -0.286], [-0.443, -1.015, -0.871], [-0.281, -0.470, 0.648], [-0.022, 0.182, -0.007], [-0.015, -1.113, -0.616], [0.020, 0.801, 0.277], [-0.375, -0.216, 0.533], [-0.703, -0.736, 0.314], [-0.043, 0.357, 0.576], [-0.164, 0.071, 0.134], [-0.463, -0.222, -0.737]]}



[2]
{"formula": "C4H15N2O2", "method": "wB97M-V/def2-TZVPD", "total_energy_ha": -421.08568, "total_charge": 1, "e_above_lowest_ev": 2.933, "gap_ev": 8.993, "species": ["O", "H", "N", "O", "H", "H", "H", "H", "C", "N", "H", "C", "H", "H", "H", "H", "H", "C", "C", "H", "H", "H", "H"], "coordinates": [[-3.17332, 1.02899, -1.81485], [1.69040, 0.79626, 3.75683], [-0.29738, -1.38194, -0.09504], [1.69427, -2.52838, -2.27909], [0.37805, -1.29799, 2.43851], [-0.14269, -2.34815, 0.33681], [-3.89315, 1.50350, -1.56549], [2.62672, -2.31448, -2.60500], [-0.20823, -0.23864, 0.67522], [-0.11325, 1.43677, -1.21883], [0.77436, 1.12640, -1.56745], [-0.25567, 1.05528, 0.17106], [-0.31455, 2.41009, -1.24523], [-0.24313, 1.93390, 0.91661], [-3.41474, 0.58807, -2.58303], [2.37206, 0.37131, 1.92494], [1.17526, 1.55742, 2.29345], [1.47009, 0.55956, 2.49569], [0.16313, -0.28772, 2.16146], [1.66264, -3.48482, -2.05139], [-0.68486, 0.03406, 2.75198], [-0.78201, 0.85669, -1.82777], [-0.48399, -1.37616, -1.06936]], "forces_ev_per_a": [[4.279, -1.007, 0.815], [-0.522, -1.682, -3.685], [0.575, -1.041, 2.729], [1.519, -0.132, -0.356], [-0.167, -0.849, 0.109], [-0.310, 2.345, -0.894], [-3.306, 2.257, 1.318], [-1.945, -0.840, 0.727], [0.723, 1.526, -1.387], [-2.057, -3.251, -0.679], [1.134, 0.655, -0.289], [0.052, -0.380, 3.274], [0.024, 0.980, -0.907], [0.059, -1.640, -1.686], [-0.761, -1.303, -2.218], [-0.007, -0.549, 0.179], [0.047, 1.131, -0.570], [-1.243, 0.986, 3.556], [1.279, -0.079, -0.147], [0.399, 1.000, -0.410], [-0.041, 0.216, 0.203], [0.299, 1.651, 0.872], [-0.029, 0.005, -0.554]]}



[3]
{"formula": "C10H18N2", "method": "wB97M-V/def2-TZVPD", "total_energy_ha": -501.17596, "total_charge": 0, "e_above_lowest_ev": 4.421, "gap_ev": [7.051, 7.051], "species": ["H", "C", "H", "C", "C", "C", "H", "H", "C", "H", "H", "H", "H", "C", "H", "H", "H", "H", "N", "H", "H", "C", "C", "C", "H", "H", "N", "H", "C", "H"], "coordinates": [[0.05928, 2.20365, -0.44216], [-1.89978, -0.54423, 0.03006], [2.43388, -1.01598, -2.74542], [-1.57202, -0.78012, 1.50460], [0.22371, 0.48514, 0.34896], [-2.24416, -1.72406, -0.84608], [0.13292, -0.07897, 2.58271], [2.90520, -2.05065, -1.50570], [3.06505, -1.02102, -1.74066], [-0.29622, 1.90251, 2.45676], [0.69337, 0.65530, -1.74594], [-2.69991, -1.36452, -1.76330], [-1.57156, 2.52535, 1.31661], [-2.13092, 0.69959, -0.47856], [4.08963, -0.64357, -1.97567], [-0.01655, 3.51033, 1.45904], [2.45805, -0.46086, 0.24647], [-2.04832, -1.64480, 1.80749], [0.37544, 1.80347, 0.48523], [0.57461, -1.29015, 1.45852], [2.86813, 0.81958, -0.80370], [-0.05866, -0.40367, 1.56200], [-0.42171, 2.56571, 1.54598], [0.81096, -0.03714, -0.93389], [-1.40873, -2.44826, -1.12732], [-2.05168, -0.01692, 2.10488], [-2.22052, 1.80764, -0.86368], [0.47354, -0.97896, -1.07644], [2.36942, -0.16677, -0.71459], [-2.89244, -2.30761, -0.14617]], "forces_ev_per_a": [[0.791, -0.043, 0.805], [0.907, -0.016, -0.450], [1.369, 0.565, 1.662], [1.001, 3.643, -1.770], [-0.408, -0.735, 0.050], [0.841, -0.811, 1.090], [0.608, 0.758, -0.219], [0.953, -0.942, 0.382], [-1.605, 0.291, -2.609], [0.163, 1.810, -0.543], [-0.730, 0.080, -0.474], [-0.380, -0.383, 0.039], [2.250, 0.306, 0.064], [-0.453, 1.407, 0.039], [-0.749, -0.957, 0.317], [0.571, 2.072, 0.895], [0.976, -1.330, 3.156], [0.156, -2.460, 0.930], [-3.172, 1.063, -0.824], [0.027, -0.115, -0.141], [-0.703, -0.158, 0.392], [-0.446, -2.320, 0.534], [-1.654, -4.503, -0.428], [2.941, 2.097, 2.007], [-0.601, 0.976, 0.363], [-0.473, 0.416, 0.149], [-0.075, -0.298, -0.087], [-1.327, -2.862, -1.015], [-0.638, 2.476, -3.108], [-0.140, -0.028, -1.204]]}



[4]
{"formula": "C4H6IN", "method": "wB97M-V/def2-TZVPD", "total_energy_ha": -508.32932, "total_charge": 0, "e_above_lowest_ev": 2.813, "gap_ev": 8.199, "smiles": "CN(I)C1=CC1", "species": ["N", "C", "I", "H", "H", "H", "H", "C", "C", "H", "H", "C"], "coordinates": [[-0.07538, -1.45815, 0.25252], [-0.85574, -0.28206, 0.68942], [-0.11339, -2.94343, 1.71056], [1.58091, -2.15113, -0.72154], [-1.57718, 1.32817, -0.67844], [-2.38341, 0.53894, 2.18511], [1.95878, -0.82116, 0.40100], [1.21967, -1.20463, -0.31277], [-1.01920, 1.12792, 0.23122], [-0.23388, 1.85365, 0.42241], [1.10215, -0.48881, -1.12707], [-1.69271, 0.41568, 1.38997]], "forces_ev_per_a": [[-2.938, 1.694, 1.868], [1.956, -1.573, -1.059], [0.094, 0.435, -0.416], [0.073, 0.177, -0.033], [-0.116, 0.009, -0.090], [-0.296, -0.049, 0.375], [-0.052, -0.004, -0.035], [0.599, -0.003, -0.105], [0.008, -0.139, -0.070], [0.082, 0.055, 0.098], [-0.007, 0.011, 0.017], [0.596, -0.613, -0.550]]}